C22H38N6O2S2Si4SnTe | the ωB97M-V functional and the def2-TZVPD basis

```
76
Properties=species:S:1:pos:R:3:forces:R:3:lowdin_charge:R:1
Sn 1.397940 -0.714188 -0.807262 -0.2 0.1 -0.1 0.958
O 0.632767 -2.224696 -4.960596 0.0 0.0 0.0 0.056
C 1.123560 -2.008516 -3.865530 0.1 0.1 -0.1 -0.629
O 0.717914 -1.227935 -2.946236 0.0 0.0 0.0 -0.277
C 2.430536 -2.758858 -3.547907 0.0 0.0 0.1 -0.169
C 2.778558 -3.868133 -4.236437 0.0 0.0 0.0 0.003
C 3.925913 -4.682505 -3.916340 0.0 0.0 0.0 -0.042
C 5.067133 -4.198826 -3.427630 0.0 0.0 0.0 -0.065
C 4.307992 -2.270293 -2.213594 0.0 0.0 0.1 -0.251
N 3.079362 -2.309422 -2.415034 0.0 0.1 -0.1 0.133
H 2.074650 -4.196440 -4.990567 0.0 0.0 0.0 0.124
H 3.865864 -5.753070 -4.068396 0.0 0.0 0.0 0.121
H 5.908334 -4.754784 -3.049504 0.0 0.0 0.0 0.111
H 5.641202 -0.922772 -1.256600 -0.1 0.0 0.0 0.112
N 5.201500 -2.744826 -3.335263 0.0 0.0 -0.1 0.111
C 5.013136 -1.774210 -0.962731 0.0 0.0 0.0 -0.571
N 4.062007 -1.472860 0.044103 0.1 -0.1 0.0 -0.062
C 3.940911 -2.571524 0.824747 -0.1 0.1 0.0 -0.451
C 4.801987 -3.619956 0.675840 0.0 0.0 -0.1 -0.387
S 6.135868 -3.121122 -0.383263 0.1 0.0 0.0 0.876
C 2.924371 -2.518627 1.893899 0.0 0.0 -0.1 -0.352
C 3.090659 -3.064971 3.116923 0.0 0.0 0.0 -0.359
S 1.729675 -2.709355 4.115891 0.0 0.0 0.0 1.041
C 1.020814 -1.828530 2.796430 0.0 -0.1 0.0 -0.693
N 1.743942 -1.809767 1.706038 0.1 0.0 0.1 0.001
N -0.174781 -1.213216 2.939493 0.0 0.1 0.0 0.087
H 4.863998 -2.314881 -4.205991 0.0 0.0 0.0 0.189
H 6.168379 -2.478973 -3.144021 0.0 0.0 0.0 0.162
H 4.856481 -4.524032 1.256276 0.0 0.0 0.0 0.050
H 3.950559 -3.590813 3.492763 0.0 0.0 0.0 0.075
H -0.739977 -1.450746 3.736418 0.0 0.0 0.0 0.087
H -0.681878 -1.006428 2.076450 0.0 0.0 0.0 -0.060
N 0.539642 -4.199709 -0.619985 0.0 0.0 -0.1 0.210
C 0.818885 -3.081578 -0.673040 0.1 0.0 0.0 -0.169
H 0.259938 -5.157088 -0.591103 0.0 0.0 0.0 0.108
C -3.883881 4.246535 -0.968903 0.0 0.0 0.0 -0.215
Si -2.862278 2.724848 -1.407943 0.0 0.0 0.0 0.309
C -3.917942 1.615005 -2.490177 0.0 0.0 0.0 -0.226
C -1.337411 3.239011 -2.382652 0.0 0.0 0.0 -0.216
Si -2.150892 1.564258 0.497312 0.0 0.1 0.0 0.025
Te -1.565551 -0.718208 -0.333978 0.1 -0.1 0.1 0.421
Si -3.939874 1.257506 1.965810 0.0 0.0 0.0 0.308
C -5.426402 0.598896 1.023359 0.0 0.0 0.0 -0.221
C -4.401023 2.891808 2.783656 0.0 0.0 0.0 -0.214
C -3.490814 0.016581 3.311831 0.0 0.0 0.0 -0.228
Si -0.526901 2.840847 1.611463 0.0 0.0 0.0 0.335
C -0.408946 2.369643 3.428663 0.0 0.0 0.0 -0.216
C -1.061406 4.644093 1.509290 0.0 0.0 0.0 -0.217
C 1.186381 2.703172 0.855268 0.0 0.0 0.0 -0.228
H -4.143775 4.797104 -1.877322 0.0 0.0 0.0 0.030
H -3.355542 4.928971 -0.301564 0.0 0.0 0.0 0.009
H -4.817570 3.954607 -0.481629 0.0 0.0 0.0 0.018
H -4.183027 2.137632 -3.413461 0.0 0.0 0.0 0.031
H -4.842607 1.325437 -1.986438 0.0 0.0 0.0 0.017
H -3.379193 0.703431 -2.753777 0.0 0.0 0.0 0.008
H -1.618221 3.642772 -3.358897 0.0 0.0 0.0 0.030
H -0.691138 2.373816 -2.552159 0.0 0.0 0.0 0.026
H -0.756124 4.000600 -1.857309 0.0 0.0 0.0 0.015
H -5.855835 1.368967 0.378409 0.0 0.0 0.0 0.020
H -6.207478 0.259750 1.708826 0.0 0.0 0.0 0.029
H -5.137530 -0.244458 0.391994 0.0 0.0 0.0 0.022
H -4.624800 3.659879 2.040231 0.0 0.0 0.0 0.016
H -3.585489 3.261523 3.409503 0.0 0.0 0.0 0.014
H -5.281538 2.773807 3.420946 0.0 0.0 0.0 0.030
H -3.274712 -0.959641 2.870486 0.0 0.0 0.0 0.016
H -4.321989 -0.102150 4.011890 0.0 0.0 0.0 0.031
H -2.615198 0.344529 3.876638 0.0 0.0 0.0 0.006
H -1.391432 2.380239 3.905119 0.0 0.0 0.0 0.006
H 0.229025 3.076204 3.966935 0.0 0.0 0.0 0.033
H 0.012684 1.369913 3.548015 0.0 0.0 0.0 0.008
H -2.068003 4.793057 1.905509 0.0 0.0 0.0 0.018
H -1.049435 5.004713 0.478612 0.0 0.0 0.0 0.016
H -0.375995 5.266698 2.091178 0.0 0.0 0.0 0.032
H 1.569437 1.682438 0.915443 0.0 0.0 0.0 -0.033
H 1.887802 3.344654 1.396145 0.0 0.0 0.0 0.035
H 1.186783 3.005164 -0.194559 0.0 0.0 0.0 0.023
```
Forces are in eV/Å.

spin multiplicity = 1
DFT total energy = -102772.5181 eV
max |F| = 0.26 eV/Å
E_LUMO = -0.73 eV
orbital gap = 5.771 eV
HOMO level = -0.239 hartree